## P
Formula: C4H5PS
Source: the OMol25 dataset
Level of theory: the ωB97M-V functional and the def2-TZVPD basis

Each line ends with the Löwdin charge.
Element x y z (Å)
C (-0.220, 0.725, 1.240)  0.057
C (-1.065, 1.576, -0.733)  -0.779
C (0.626, -0.219, 0.679)  -0.388
C (0.304, -0.800, -0.730)  -0.428
P (-0.283, 0.487, -1.913)  0.658
S (-2.404, 0.823, -1.482)  0.497
H (0.115, 1.286, 1.992)  -0.003
H (1.725, -0.042, 0.893)  0.126
H (0.362, -0.953, 1.516)  0.156
H (1.191, -1.312, -0.993)  0.050
H (-0.351, -1.571, -0.468)  0.054

Computed properties:
* M: 116.12 g mol⁻¹
* charge: 0
* HOMO-LUMO gap (alpha / beta): 0.26320 / 0.26566 Eh
* LUMO level (alpha / beta): -0.4 / -0.7 eV
* highest occupied orbital energy (alpha / beta): -0.277 / -0.290 hartree

=====

## Q
Formula: C4H5PS
Source: the OMol25 dataset
Level of theory: the ωB97M-V functional and the def2-TZVPD basis

Each line ends with the Löwdin charge.
Element x y z (Å)
C (1.303, -0.634, 0.139)  -0.126
C (2.005, -1.596, -0.072)  0.091
C (0.385, 0.587, 0.062)  -0.306
C (-0.929, 0.062, -0.431)  -0.567
P (-2.458, 0.947, 0.092)  0.454
S (-1.817, 2.297, 1.309)  0.161
H (2.514, -2.522, 0.023)  0.017
H (0.203, 0.911, 1.071)  0.026
H (0.857, 1.186, -0.580)  0.067
H (-0.984, -0.242, -1.533)  0.104
H (-1.080, -0.996, -0.081)  0.082

Computed properties:
* M: 116.12 g mol⁻¹
* SMILES: C#CCCP=S
* charge: 0
* HOMO-LUMO gap: 0.28036 Eh
* LUMO level: -1.2 eV
* highest occupied orbital energy: -0.325 hartree

=====

Out of the structures above, which one is the most stable? Solution: Q.